# 1
67
Properties=species:S:1:pos:R:3:mulliken_charge:R:1 method="wB97M-V/def2-TZVPD" homo_ev=-8.77 orbital_gap_ev=8.2
C 4.253 2.892 -1.240 -0.876
O 4.406 1.498 -1.491 -0.161
C 3.849 1.184 -2.761 -0.842
C 3.133 -0.183 -2.735 -0.523
C 2.747 -0.652 -1.346 -0.076
C 1.833 -1.893 -1.402 -1.226
C 0.482 -1.466 -1.913 0.727
C 0.089 -1.829 -3.225 -0.670
N -1.039 -1.473 -3.767 -0.348
C -1.844 -0.706 -2.974 0.458
C -3.091 -0.239 -3.487 0.374
P -3.714 -0.605 -5.189 0.173
O -2.967 -1.983 -5.598 -0.430
Cl -2.736 0.927 -6.226 -0.269
C -3.904 0.539 -2.692 0.189
O -5.116 1.025 -3.157 -0.344
N -4.964 2.209 -4.035 0.279
O -4.439 3.082 -3.504 -0.219
C -3.522 0.879 -1.374 -0.605
C -2.330 0.427 -0.894 -0.554
C -1.460 -0.373 -1.665 0.070
N -0.273 -0.762 -1.115 -0.510
H 4.529 3.476 -2.117 0.388
H 4.922 3.191 -0.436 0.209
H 3.223 3.088 -0.941 0.342
H 4.615 1.163 -3.539 0.242
H 3.113 1.944 -3.024 0.489
H 3.793 -0.920 -3.195 0.344
H 2.269 -0.101 -3.395 0.221
H 2.231 0.113 -0.769 0.433
H 3.642 -0.913 -0.787 0.119
H 1.717 -2.310 -0.407 0.386
H 2.268 -2.635 -2.071 0.410
H 0.772 -2.434 -3.806 0.448
H -2.014 -1.843 -5.706 0.348
H -4.178 1.505 -0.792 0.528
H -2.025 0.705 0.103 0.466
C 6.328 0.676 1.530 -1.184
C 4.970 0.026 1.696 0.149
O 4.495 0.097 3.059 -0.328
S 3.896 1.480 3.558 1.287
C 3.148 0.874 5.032 -0.965
O 2.880 1.901 2.642 -0.616
O 4.968 2.359 3.906 -0.630
H 6.271 1.754 1.676 0.248
H 6.711 0.488 0.527 0.401
H 7.034 0.285 2.264 0.369
H 4.237 0.467 1.019 -0.018
H 5.038 -1.034 1.459 0.283
H 2.363 0.172 4.763 0.306
H 2.731 1.730 5.557 0.378
H 3.911 0.395 5.639 0.327
C -6.682 -2.697 2.515 -1.000
C -6.507 -1.192 2.556 -0.247
O -5.566 -0.776 3.569 -0.302
S -4.018 -0.947 3.255 1.155
C -3.414 0.053 4.571 -0.965
O -3.733 -0.315 2.002 -0.513
O -3.637 -2.304 3.486 -0.628
H -5.775 -3.191 2.167 0.290
H -7.495 -2.960 1.838 0.394
H -6.906 -3.085 3.508 0.266
H -6.204 -0.799 1.585 0.260
H -7.449 -0.715 2.821 0.275
H -3.743 1.076 4.415 0.313
H -2.328 -0.006 4.547 0.360
H -3.792 -0.341 5.511 0.345

# 2
63
Properties=species:S:1:pos:R:3:mulliken_charge:R:1 method="wB97M-V/def2-TZVPD" homo_ev="-4.52 / -4.98" orbital_gap_ev="4.9 / 4.9" de_lowest_ev=3.699 spin_multiplicity=3
P 0.565 -2.280 -1.332 1.083
P -0.079 1.737 1.634 0.968
C 0.159 0.302 -1.030 -0.724
C 0.571 1.452 -0.203 -0.986
H -0.899 0.224 -1.392 0.703
H 0.892 -0.102 -1.759 0.621
H 1.675 1.419 -0.199 0.045
H 0.243 2.282 -0.845 0.277
C -1.705 2.418 1.360 -1.325
H -2.132 2.671 2.337 0.377
H -2.371 1.703 0.853 0.255
H -1.605 3.324 0.750 0.438
C 1.253 2.790 2.039 -1.494
H 1.206 3.676 1.406 0.429
H 2.206 2.282 1.851 0.356
H 1.214 3.087 3.077 0.486
C -0.872 -3.423 -1.187 -1.487
H -0.858 -4.019 -0.260 0.426
H -0.879 -4.053 -2.092 0.447
H -1.800 -2.807 -1.152 0.444
C 2.306 -2.514 -0.951 -1.259
H 2.821 -1.518 -0.905 0.257
H 2.728 -3.133 -1.778 0.409
H 2.396 -3.028 0.035 0.437
Pd -0.609 -0.889 0.251 -0.767
C 0.435 1.211 -3.315 -0.125
C -0.903 1.232 -3.099 -0.381
C -1.915 0.642 -3.990 -0.754
C -1.595 -0.829 -4.403 -1.161
C -0.879 -1.514 -3.335 -0.760
C 0.490 -1.753 -3.065 0.639
C 1.525 -0.995 -4.001 -0.852
C 1.219 0.496 -4.342 -0.849
C 0.256 -1.946 1.787 -0.867
H 1.068 1.897 -2.773 0.508
H -1.301 1.923 -2.372 0.549
H -2.116 1.241 -4.896 0.321
H -2.874 0.594 -3.449 0.339
H -2.583 -1.353 -4.496 0.376
H -1.206 -0.904 -5.431 0.347
H -1.598 -2.114 -2.798 0.370
H 0.848 -2.836 -3.156 0.305
H 1.648 -1.537 -4.974 0.368
H 2.525 -1.047 -3.543 0.359
H 2.216 0.989 -4.404 0.381
H 0.883 0.606 -5.392 0.337
H 1.004 -1.419 2.472 -0.061
H 0.719 -2.892 1.332 0.338
H -0.697 -2.172 2.397 0.078
F 1.908 -0.123 4.180 -0.220
C 1.218 0.805 4.930 0.323
F 1.299 0.474 6.251 -0.249
F 1.844 2.012 4.766 -0.263
C -0.284 0.807 4.394 0.946
O -0.311 0.721 2.941 -0.191
C -0.851 -0.476 5.131 0.248
F -1.236 -0.153 6.402 -0.255
F -1.932 -0.983 4.502 -0.222
F 0.025 -1.518 5.257 -0.250
C -1.118 2.030 4.894 0.668
F -0.758 2.417 6.137 -0.255
F -0.944 3.123 4.079 -0.238
F -2.454 1.747 4.874 -0.267

# 3
63
Properties=species:S:1:pos:R:3:mulliken_charge:R:1 method="wB97M-V/def2-TZVPD" homo_ev=-7.88 orbital_gap_ev=7.9 de_lowest_ev=0.000
P 0.160 -1.357 -6.507 0.944
P 0.068 1.749 -6.404 0.859
C -0.215 -0.466 -8.109 -1.150
C 0.307 0.966 -8.086 -1.146
H -1.303 -0.487 -8.254 0.444
H 0.233 -1.032 -8.935 0.481
H 1.379 1.000 -8.321 0.444
H -0.208 1.582 -8.835 0.480
C -1.541 2.575 -6.779 -1.460
H -1.762 3.293 -5.984 0.377
H -2.344 1.833 -6.822 0.337
H -1.482 3.102 -7.738 0.440
C 1.167 3.197 -6.670 -1.443
H 0.923 3.710 -7.609 0.393
H 2.207 2.858 -6.699 0.368
H 1.039 3.891 -5.832 0.394
C -0.962 -2.785 -6.781 -1.422
H -0.776 -3.530 -6.001 0.394
H -0.788 -3.235 -7.767 0.388
H -2.001 -2.447 -6.714 0.359
C 1.733 -2.147 -7.055 -1.455
H 2.529 -1.397 -7.108 0.343
H 1.598 -2.609 -8.042 0.420
H 2.011 -2.915 -6.326 0.374
Sn 1.351 -0.458 1.390 0.769
C 0.585 1.577 -1.732 -0.582
C -0.746 1.544 -1.843 -0.457
C -1.520 0.779 -2.868 0.424
C -1.929 -0.685 -2.502 -0.857
C -0.868 -1.611 -2.005 -0.373
C 0.460 -1.531 -2.256 -0.615
C 1.155 -0.565 -3.158 1.042
C 1.581 0.825 -2.574 -0.739
C 0.447 -2.443 1.258 -1.580
H 1.040 2.169 -0.921 0.588
H -1.361 2.063 -1.088 0.323
H -0.968 0.769 -3.818 -0.848
H -2.463 1.326 -3.032 0.538
H -2.720 -0.647 -1.737 0.398
H -2.375 -1.135 -3.402 0.309
H -1.224 -2.383 -1.311 0.461
H 1.133 -2.222 -1.729 0.476
H 0.559 -0.402 -4.065 -1.363
H 2.096 -1.050 -3.459 0.617
H 2.501 0.700 -1.975 0.315
H 1.877 1.455 -3.430 0.259
H 1.182 -3.068 1.772 0.511
H 0.316 -2.788 0.231 0.397
H -0.532 -2.492 1.774 0.299
F -0.837 2.751 3.682 -0.232
C -1.168 1.575 4.249 0.440
F -1.188 1.752 5.610 -0.242
F -2.412 1.239 3.838 -0.234
C -0.168 0.452 3.802 0.855
O -0.287 0.346 2.411 -0.739
C 1.305 0.827 4.176 0.494
F 1.569 0.852 5.490 -0.240
F 2.199 -0.125 3.637 -0.256
F 1.687 2.011 3.630 -0.221
C -0.554 -0.921 4.443 0.607
F -0.666 -0.877 5.788 -0.253
F -1.720 -1.374 3.929 -0.234
F 0.397 -1.872 4.141 -0.221

# 4
61
Properties=species:S:1:pos:R:3:mulliken_charge:R:1 method="wB97M-V/def2-TZVPD" homo_ev="-5.00 / -5.15" orbital_gap_ev="7.6 / 7.3" charge=-1 de_lowest_ev=0.383 spin_multiplicity=2
Ir 0.870 0.425 -1.112 1.246
C -0.405 4.784 0.940 -1.690
C 0.669 3.928 0.325 1.131
C 1.128 2.798 0.953 -0.585
C 2.079 1.955 0.337 -0.723
C 2.584 2.299 -0.920 -0.195
C 2.143 3.474 -1.549 -0.816
C 1.195 4.256 -0.941 -0.312
H -0.011 5.759 1.240 0.400
H -0.828 4.300 1.819 0.299
H -1.210 4.952 0.223 0.354
H 0.734 2.513 1.921 0.446
H 2.482 1.134 0.915 0.564
H 3.369 1.708 -1.366 0.413
H 2.525 3.738 -2.526 0.372
H 0.821 5.137 -1.450 0.361
O -1.707 -0.843 -3.898 -0.680
C -1.036 -0.223 -3.110 0.727
O -0.212 -0.807 -2.266 -0.698
C -1.052 1.325 -3.036 0.474
O -1.742 1.990 -3.773 -0.698
O -0.260 1.817 -2.124 -0.850
C -3.641 -0.502 4.234 -1.309
C -3.230 0.617 3.292 0.602
C -4.053 0.643 2.019 -1.117
O -1.805 0.586 3.073 -0.417
P -0.935 -0.258 2.022 0.692
S 0.866 -0.435 2.734 -0.491
S -1.167 0.708 0.230 -0.414
O -1.771 -1.635 2.062 -0.381
C -1.665 -2.753 1.148 0.408
C -2.539 -2.575 -0.073 -1.139
C -0.221 -3.051 0.793 -1.232
H -4.667 -0.331 4.569 0.469
H -2.987 -0.519 5.106 0.312
H -3.585 -1.470 3.740 0.162
H -3.367 1.568 3.812 0.343
H -3.954 -0.290 1.464 0.067
H -3.747 1.459 1.368 0.249
H -5.105 0.779 2.283 0.504
H -2.065 -3.574 1.749 0.170
H -2.173 -1.785 -0.725 0.021
H -3.567 -2.344 0.216 0.302
H -2.545 -3.507 -0.641 0.529
H 0.194 -2.253 0.172 -0.075
H -0.178 -3.986 0.229 0.614
H 0.392 -3.138 1.689 0.383
C 4.107 -1.190 -2.745 -1.791
C 3.023 -1.719 -1.801 1.521
C 2.088 -2.663 -2.563 -1.403
C 3.667 -2.451 -0.618 -1.528
N 2.314 -0.581 -1.280 0.227
H 4.672 -2.025 -3.165 0.440
H 4.800 -0.536 -2.212 0.381
H 3.652 -0.625 -3.560 0.354
H 2.669 -3.511 -2.937 0.465
H 1.617 -2.149 -3.399 0.321
H 1.295 -3.029 -1.914 0.193
H 4.310 -3.258 -0.980 0.411
H 2.901 -2.876 0.028 0.240
H 4.268 -1.760 -0.025 0.375

What did the third record say?
63
Properties=species:S:1:pos:R:3:mulliken_charge:R:1 method="wB97M-V/def2-TZVPD" homo_ev=-7.88 orbital_gap_ev=7.9 de_lowest_ev=0.000
P 0.160 -1.357 -6.507 0.944
P 0.068 1.749 -6.404 0.859
C -0.215 -0.466 -8.109 -1.150
C 0.307 0.966 -8.086 -1.146
H -1.303 -0.487 -8.254 0.444
H 0.233 -1.032 -8.935 0.481
H 1.379 1.000 -8.321 0.444
H -0.208 1.582 -8.835 0.480
C -1.541 2.575 -6.779 -1.460
H -1.762 3.293 -5.984 0.377
H -2.344 1.833 -6.822 0.337
H -1.482 3.102 -7.738 0.440
C 1.167 3.197 -6.670 -1.443
H 0.923 3.710 -7.609 0.393
H 2.207 2.858 -6.699 0.368
H 1.039 3.891 -5.832 0.394
C -0.962 -2.785 -6.781 -1.422
H -0.776 -3.530 -6.001 0.394
H -0.788 -3.235 -7.767 0.388
H -2.001 -2.447 -6.714 0.359
C 1.733 -2.147 -7.055 -1.455
H 2.529 -1.397 -7.108 0.343
H 1.598 -2.609 -8.042 0.420
H 2.011 -2.915 -6.326 0.374
Sn 1.351 -0.458 1.390 0.769
C 0.585 1.577 -1.732 -0.582
C -0.746 1.544 -1.843 -0.457
C -1.520 0.779 -2.868 0.424
C -1.929 -0.685 -2.502 -0.857
C -0.868 -1.611 -2.005 -0.373
C 0.460 -1.531 -2.256 -0.615
C 1.155 -0.565 -3.158 1.042
C 1.581 0.825 -2.574 -0.739
C 0.447 -2.443 1.258 -1.580
H 1.040 2.169 -0.921 0.588
H -1.361 2.063 -1.088 0.323
H -0.968 0.769 -3.818 -0.848
H -2.463 1.326 -3.032 0.538
H -2.720 -0.647 -1.737 0.398
H -2.375 -1.135 -3.402 0.309
H -1.224 -2.383 -1.311 0.461
H 1.133 -2.222 -1.729 0.476
H 0.559 -0.402 -4.065 -1.363
H 2.096 -1.050 -3.459 0.617
H 2.501 0.700 -1.975 0.315
H 1.877 1.455 -3.430 0.259
H 1.182 -3.068 1.772 0.511
H 0.316 -2.788 0.231 0.397
H -0.532 -2.492 1.774 0.299
F -0.837 2.751 3.682 -0.232
C -1.168 1.575 4.249 0.440
F -1.188 1.752 5.610 -0.242
F -2.412 1.239 3.838 -0.234
C -0.168 0.452 3.802 0.855
O -0.287 0.346 2.411 -0.739
C 1.305 0.827 4.176 0.494
F 1.569 0.852 5.490 -0.240
F 2.199 -0.125 3.637 -0.256
F 1.687 2.011 3.630 -0.221
C -0.554 -0.921 4.443 0.607
F -0.666 -0.877 5.788 -0.253
F -1.720 -1.374 3.929 -0.234
F 0.397 -1.872 4.141 -0.221